{
  "formula": "C4H8O",
  "method": "ωB97M-V/def2-TZVPD",
  "total_energy_ev": -6321.2597,
  "max_force_ev_per_a": 6.489,
  "multiplicity": 1,
  "smiles": "COC1CC1",
  "orbital_gap_ha": 0.40440,
  "e_above_lowest_kcal_mol": 90.12,
  "symbols": ["C", "O", "C", "C", "C", "H", "H", "H", "H", "H", "H", "H", "H"],
  "xyz": [[-1.38042, -0.78505, 0.95983], [-0.50646, 0.46380, 0.94665], [0.63601, -0.09949, 0.12141], [0.24359, -0.23936, -1.33363], [1.25650, 0.88417, -0.80213], [-1.50070, -1.51594, 0.06197], [-0.91262, -1.36312, 1.56836], [-2.19392, -0.36132, 1.43700], [1.07537, -1.06870, 0.63466], [0.78562, -0.88997, -2.04782], [-0.69659, 0.25407, -1.69136], [2.35751, 0.99057, -0.72657], [0.60303, 1.68237, -0.48234]],
  "forces_ev_per_angstrom": [[-0.4, 3.4, -3.5], [1.3, -3.8, -2.9], [-1.6, -1.8, 1.2], [1.8, 1.9, -0.9], [-0.9, -0.7, 2.0], [-0.2, 2.4, 0.7], [2.8, -3.8, 4.4], [-2.4, 0.0, 0.4], [-0.4, 2.4, -1.0], [-0.8, -0.1, 0.8], [0.9, -0.8, 0.5], [-0.9, -0.1, -1.0], [0.8, 1.2, -0.7]]
}

---

{
  "formula": "C4H8O",
  "method": "ωB97M-V/def2-TZVPD",
  "total_energy_ev": -6323.4162,
  "max_force_ev_per_a": 0.366,
  "multiplicity": 1,
  "smiles": "COC1CC1",
  "orbital_gap_ha": 0.38167,
  "e_above_lowest_kcal_mol": 40.40,
  "symbols": ["C", "O", "C", "C", "C", "H", "H", "H", "H", "H", "H", "H", "H"],
  "xyz": [[1.64473, -0.10125, 0.60295], [1.20029, 0.59556, -0.53016], [-0.13392, 0.35554, -0.86194], [-0.96746, -0.75388, -0.26222], [-1.29835, 0.69451, 0.01335], [1.30927, 0.37994, 1.53387], [2.73458, -0.12898, 0.57701], [1.26363, -1.12589, 0.58358], [-0.26220, 0.58235, -1.91850], [-1.58616, -1.35721, -0.91749], [-0.63381, -1.30920, 0.61015], [-2.18198, 1.11933, -0.44946], [-1.08862, 1.04919, 1.01886]],
  "forces_ev_per_angstrom": [[0.2, -0.1, 0.3], [-0.1, 0.0, 0.0], [-0.3, -0.1, -0.2], [-0.1, -0.2, -0.1], [-0.1, 0.2, 0.1], [0.1, -0.1, -0.1], [-0.1, 0.1, 0.0], [0.3, 0.1, 0.1], [-0.1, -0.3, 0.2], [0.0, 0.2, 0.0], [0.1, 0.1, -0.3], [0.1, 0.1, 0.1], [-0.1, -0.1, -0.1]]
}